1.
C27H36N2O5 in the gas phase, computed with ωB97M-V/def2-TZVPD.

DFT total energy in Ha: -1536.245077
LUMO level in eV: 0.48
SMILES string: CCCOc1ccc(N2C(=O)C[C@H](N(CCO[C@]34C[C@H]5C[C@H](C[C@H](C5)C3)C4)C(C)=O)C2=O)cc1

Last column: natural (NBO) charge in e.
CARTESIAN COORDINATES (ANGSTROEM)
C  -8.439  -2.866  2.073  -0.606
C  -7.816  -1.586  1.530  -0.426
C  -7.867  -1.550  0.001  -0.058
O  -7.331  -0.357  -0.534  -0.492
C  -5.983  -0.179  -0.578  0.317
C  -5.561  1.077  -1.020  -0.258
C  -4.221  1.373  -1.133  -0.167
C  -3.272  0.415  -0.797  0.084
C  -3.679  -0.832  -0.353  -0.120
C  -5.025  -1.132  -0.246  -0.325
H  -5.307  -2.114  0.100  0.216
H  -2.941  -1.572  -0.087  0.224
N  -1.890  0.716  -0.908  -0.491
C  -1.332  1.859  -0.365  0.750
O  -1.928  2.766  0.147  -0.571
C  0.174  1.844  -0.682  -0.129
N  0.929  2.072  0.535  -0.436
C  0.506  1.373  1.621  0.710
O  -0.506  0.697  1.545  -0.630
C  1.317  1.479  2.883  -0.721
H  1.315  2.501  3.255  0.228
H  0.866  0.832  3.630  0.244
H  2.338  1.159  2.689  0.248
C  2.159  2.817  0.442  -0.216
H  2.466  3.124  1.440  0.219
H  1.987  3.715  -0.160  0.207
C  3.287  1.995  -0.199  -0.070
O  3.448  0.832  0.576  -0.570
C  4.469  -0.103  0.212  0.304
C  4.288  -1.256  1.205  -0.415
C  5.329  -2.341  0.945  -0.210
C  5.161  -2.873  -0.477  -0.406
C  5.352  -1.728  -1.469  -0.204
C  6.753  -1.140  -1.307  -0.402
C  6.916  -0.607  0.116  -0.218
C  6.728  -1.750  1.112  -0.402
H  7.482  -2.521  0.937  0.208
H  6.857  -1.381  2.132  0.206
C  5.876  0.484  0.372  -0.436
H  5.985  0.886  1.382  0.213
H  6.027  1.301  -0.337  0.204
H  7.918  -0.180  0.235  0.213
H  7.503  -1.909  -1.503  0.209
H  6.906  -0.333  -2.028  0.204
C  4.308  -0.640  -1.215  -0.450
H  3.303  -1.046  -1.341  0.216
H  4.446  0.167  -1.940  0.206
H  5.230  -2.105  -2.491  0.214
H  5.896  -3.657  -0.671  0.207
H  4.167  -3.308  -0.597  0.209
H  5.186  -3.156  1.662  0.214
H  3.279  -1.656  1.101  0.215
H  4.388  -0.865  2.219  0.211
H  3.018  1.745  -1.235  0.165
H  4.202  2.603  -0.213  0.177
C  0.407  0.477  -1.323  -0.521
C  -0.970  -0.146  -1.464  0.718
O  -1.224  -1.194  -1.997  -0.571
H  0.890  0.525  -2.299  0.238
H  1.008  -0.159  -0.671  0.254
H  0.382  2.669  -1.370  0.227
H  -3.907  2.348  -1.470  0.228
H  -6.313  1.808  -1.274  0.224
H  -8.909  -1.554  -0.332  0.191
H  -7.368  -2.429  -0.425  0.169
H  -8.353  -0.717  1.915  0.207
H  -6.779  -1.507  1.863  0.208
H  -8.403  -2.872  3.159  0.216
H  -9.479  -2.947  1.762  0.202
H  -7.904  -3.739  1.706  0.202

---

2.
A molecular structure, C27H36N9O6S5Sc, computed with ωB97M-V/def2-TZVPD.

DFT total energy in Ha: -4746.656400
LUMO level in eV: 0.16

Last column: Mulliken charge in e.
CARTESIAN COORDINATES (ANGSTROEM)
Sc  -0.935  0.752  0.452  -0.196
N  4.871  -3.788  -2.724  -0.614
C  3.589  -3.242  -2.754  0.843
C  3.357  -2.009  -3.370  -0.796
C  2.099  -1.433  -3.339  -0.303
C  1.065  -2.073  -2.668  -0.853
C  1.284  -3.298  -2.053  -0.194
C  2.536  -3.883  -2.101  -0.632
S  -0.558  -1.376  -2.632  1.502
O  -0.924  -1.031  -3.982  -0.797
O  -1.374  -2.348  -1.936  -1.077
N  -0.574  -0.058  -1.708  0.698
C  -0.336  1.182  -2.226  0.185
N  -0.965  2.118  -1.488  0.241
C  -0.761  3.394  -1.770  -0.210
C  0.028  3.767  -2.842  -0.951
C  0.628  2.732  -3.549  -0.403
N  0.483  1.448  -3.249  -0.397
H  5.485  -3.481  -3.462  0.215
H  4.907  -4.786  -2.593  0.222
H  4.168  -1.509  -3.887  0.359
H  1.910  -0.485  -3.825  0.526
H  0.465  -3.787  -1.542  0.541
H  2.705  -4.836  -1.614  0.248
H  -1.246  4.109  -1.114  0.502
H  0.182  4.802  -3.109  0.421
H  1.280  2.949  -4.390  0.482
C  3.524  -0.576  6.092  -1.558
C  3.206  0.188  4.837  0.985
C  2.284  1.230  4.848  -1.072
C  1.967  1.926  3.692  -0.370
C  2.612  1.584  2.511  0.786
C  3.549  0.555  2.480  -0.686
C  3.834  -0.145  3.637  -0.689
S  2.257  2.316  0.943  0.209
C  1.719  3.949  1.415  -0.783
O  1.004  1.672  0.371  0.495
H  2.879  -0.271  6.914  0.356
H  4.560  -0.412  6.393  0.346
H  3.395  -1.648  5.934  0.351
H  1.774  1.482  5.768  0.344
H  1.201  2.690  3.717  0.356
H  4.042  0.290  1.552  0.497
H  4.547  -0.960  3.607  0.389
H  0.797  3.878  1.997  0.093
H  1.542  4.485  0.483  0.368
H  2.520  4.428  1.977  0.473
C  -5.585  -1.118  -3.514  -1.267
C  -4.171  -0.631  -3.224  -0.683
N  -3.740  -0.916  -1.864  0.217
C  -3.942  -0.143  -0.803  0.430
S  -3.196  -0.548  0.699  -0.510
N  -4.725  0.930  -0.908  -0.040
C  -5.008  1.881  0.172  -0.021
C  -6.175  1.446  1.041  -1.213
H  -5.863  -0.883  -4.542  0.403
H  -6.319  -0.659  -2.848  0.294
H  -5.647  -2.198  -3.380  0.331
H  -4.077  0.443  -3.412  0.386
H  -3.452  -1.115  -3.883  0.404
H  -3.093  -1.687  -1.717  0.317
H  -5.206  1.073  -1.782  0.254
H  -5.213  2.839  -0.308  0.411
H  -4.109  2.001  0.771  -0.256
H  -7.092  1.340  0.459  0.366
H  -6.341  2.187  1.823  0.384
H  -5.949  0.494  1.521  0.277
O  -3.177  2.569  3.176  -0.672
S  -1.829  2.489  2.680  1.224
O  -0.920  3.518  3.158  -0.804
O  -1.824  2.492  1.150  -0.522
S  -0.997  0.658  3.020  -0.538
N  3.819  -2.239  0.404  -0.307
C  2.511  -2.251  0.841  -0.338
C  1.619  -1.243  0.441  -0.539
N  0.386  -1.190  0.908  1.683
C  -0.004  -2.159  1.749  -0.679
C  0.878  -3.151  2.120  -1.073
N  2.137  -3.203  1.682  -0.643
H  3.959  -1.868  -0.525  0.222
H  4.293  -3.119  0.544  0.336
H  1.924  -0.477  -0.261  0.776
H  -1.017  -2.118  2.121  0.475
H  0.564  -3.935  2.798  0.461

---

3.
A molecular structure, C27H37BFeN3O2 at a distorted geometry, computed with ωB97M-V/def2-TZVPD.

DFT total energy in Ha: -2654.367578
Multiplicity: 2
LUMO level (alpha / beta) in eV: 0.60 / 0.60
⟨S²⟩: 0.76

Last column: Mulliken charge in e.
CARTESIAN COORDINATES (ANGSTROEM)
Fe  0.220  -0.467  0.317  0.646
C  1.499  -1.295  2.221  -0.503
C  0.157  -1.680  2.426  -1.062
C  -0.203  -2.585  1.411  -0.707
C  0.910  -2.765  0.563  -0.943
C  1.960  -1.965  1.073  -0.962
H  2.094  -0.662  2.867  0.661
H  -0.466  -1.407  3.261  0.695
H  -1.141  -3.116  1.365  0.805
H  0.964  -3.443  -0.276  0.466
H  2.973  -1.934  0.695  0.811
C  1.100  2.287  1.826  -1.354
N  -0.137  1.607  1.434  1.612
C  -0.867  1.212  2.653  -1.251
C  -1.030  2.441  0.679  -0.011
C  -1.378  3.711  1.142  -0.284
C  -2.399  4.436  0.557  -0.984
C  -3.126  3.867  -0.474  -1.024
C  -2.763  2.622  -0.954  -0.581
C  -1.683  1.925  -0.424  -0.385
N  -1.206  0.725  -1.086  0.465
C  -0.454  1.100  -2.265  -0.146
C  -1.108  1.588  -3.390  -0.526
C  -0.407  2.117  -4.458  -1.031
C  0.976  2.159  -4.408  -0.992
C  1.630  1.593  -3.329  -0.466
C  0.922  1.035  -2.265  0.000
N  1.592  0.217  -1.284  1.794
C  1.912  -1.058  -1.966  -1.108
C  2.819  0.824  -0.760  -1.383
H  0.935  3.034  2.614  0.405
H  1.801  1.542  2.198  0.072
H  1.533  2.788  0.964  0.420
H  -1.219  2.098  3.201  0.467
H  -1.722  0.593  2.388  0.172
H  -0.200  0.646  3.289  0.439
H  -0.865  4.121  2.002  0.368
H  -2.652  5.419  0.933  0.414
H  -3.969  4.394  -0.902  0.454
H  -3.330  2.172  -1.758  0.190
H  -2.189  1.551  -3.422  0.192
H  -0.934  2.492  -5.326  0.441
H  1.544  2.591  -5.223  0.412
H  2.712  1.549  -3.329  0.347
H  2.537  -0.877  -2.852  0.404
H  2.440  -1.707  -1.280  0.395
H  0.987  -1.544  -2.273  0.103
H  3.625  0.834  -1.504  0.420
H  2.620  1.846  -0.450  0.384
H  3.148  0.248  0.102  0.154
C  -3.482  -2.698  -3.448  -1.928
C  -2.983  -2.323  -2.065  1.677
C  -2.387  -3.543  -1.379  -1.490
O  -1.920  -1.356  -2.203  -0.452
B  -2.101  -0.404  -1.228  1.910
O  -3.256  -0.559  -0.503  -0.537
C  -4.041  -1.566  -1.182  1.670
C  -5.077  -0.816  -2.013  -1.928
C  -4.730  -2.427  -0.145  -1.796
H  -2.704  -3.256  -3.970  0.445
H  -3.719  -1.816  -4.041  0.340
H  -4.370  -3.330  -3.377  0.360
H  -1.555  -3.909  -1.982  0.476
H  -3.125  -4.341  -1.277  0.419
H  -1.998  -3.277  -0.398  -0.245
H  -4.593  -0.190  -2.766  0.218
H  -5.648  -0.166  -1.350  0.469
H  -5.763  -1.500  -2.514  0.380
H  -4.015  -2.833  0.568  0.291
H  -5.262  -3.252  -0.625  0.354
H  -5.454  -1.821  0.402  0.461